No. 1
Entry from the Open Molecules 2025 dataset: one molecule with the formula C2H3NO2S2 (ωB97M-V/def2-TZVPD).

Last column: Löwdin charge in e.
Cartesian coordinates (Å):
1 S 0.98888 1.81486 -0.06846  0.866
2 S -2.40608 0.40404 -0.04574  0.817
3 O 1.58529 -1.82680 -0.05231  0.080
4 O 2.63378 0.03704 -0.04798  -0.020
5 N 1.60909 -0.60677 0.01635  -0.427
6 C -0.82027 -0.30521 0.11356  -0.508
7 C 0.39462 0.17805 0.04970  -0.627
8 H -0.21951 2.48590 -0.01686  -0.110
9 H -0.90331 -1.34710 0.10566  0.055
10 H -2.86249 -0.83402 -0.05392  -0.127

Atoms 1-6, force components in eV/Å:
S -1.03 1.74 0.02
S 0.74 0.37 0.19
O -0.66 0.41 0.34
O 0.45 0.06 0.24
N 0.42 -2.03 -0.62
C -0.50 -0.15 -0.48

As for the total energy: -1079.47689 hartree.

---

No. 2
Entry from the Open Molecules 2025 dataset: C65H59F15GeIN2O5S2SeTa as an isolated structure (ωB97M-V/def2-TZVPD).

Last column: Löwdin charge in e.
Cartesian coordinates (Å):
1 Ta 0.55130 -0.31921 -0.40382  1.528
2 I -0.17295 7.76183 -3.73615  0.858
3 Se 0.67718 2.27132 0.67897  1.223
4 Ge 4.15132 -2.11565 0.47668  0.725
5 S 3.05266 -0.27355 0.26092  0.336
6 S -1.28912 -2.16880 -0.19658  0.843
7 F 7.34336 -2.38644 -0.26963  0.106
8 F 4.37619 -5.33275 -0.35581  0.107
9 F 1.49802 -6.65115 3.56678  0.140
10 F 5.07685 -3.67948 3.23556  0.111
11 F 3.83517 -5.68566 4.49874  0.131
12 F 4.50291 -0.78343 3.15658  0.077
13 F 9.12261 -0.17340 3.41706  0.141
14 F 0.34981 -5.58220 1.35743  0.125
15 F 9.44714 -1.46716 1.06476  0.128
16 F 5.23632 -6.39720 -2.61288  0.128
17 F 6.08493 -4.83283 -4.64757  0.144
18 F 6.05575 -2.14013 -4.39850  0.128
19 F 5.18156 -1.01491 -2.12730  0.076
20 F 6.64575 0.18480 4.45063  0.130
21 F 1.60589 -3.55966 0.06346  0.054
22 O 0.06222 0.76688 -3.48678  0.054
23 O 1.11881 -1.50896 -1.85855  -0.261
24 O 0.27436 -0.47853 1.47878  -0.426
25 O 1.44194 1.18260 -1.77304  -0.302
26 O -1.04448 0.55243 -0.92206  -0.350
27 N -0.61140 -2.74240 -2.79916  0.141
28 N -2.22831 -4.00232 -1.82599  -0.100
29 C -3.69470 1.17100 -2.41487  -0.514
30 C 7.11183 -1.75353 0.88703  -0.203
31 C -0.99657 -2.58742 3.30898  -0.044
32 C 0.66731 3.01141 -3.13564  -0.123
33 C -0.35158 -0.19420 3.82331  -0.070
34 C 5.82709 -1.58649 1.37704  -0.134
35 C -3.46800 -4.32728 -3.96805  -0.065
36 C -0.00876 1.68080 2.36588  -0.367
37 C 1.34384 -1.98380 4.02350  -0.020
38 C -1.54540 3.99538 0.11954  -0.044
39 C 2.31189 -1.26568 -4.33994  -0.011
40 C -2.76629 2.55586 6.11841  -0.046
41 C 0.46215 -2.01799 -2.87375  -0.364
42 C -0.02881 0.30267 2.55075  -0.296
43 C -4.86988 5.31847 0.53949  -0.043
44 C 2.08771 -5.64108 2.93873  -0.139
45 C -2.70506 6.49194 0.86424  -0.059
46 C 5.19733 -5.07077 -2.49212  -0.139
47 C -0.40669 2.58273 3.33857  -0.041
48 C -1.00907 2.74599 -0.11143  -0.356
49 C 5.71009 -0.92858 2.59278  -0.250
50 C 4.67714 -3.10978 -1.16656  -0.109
51 C 5.62895 -4.27757 -3.53315  -0.131
52 C -3.39414 3.33894 -1.20348  0.028
53 C -1.34704 -3.00297 -1.69788  -0.624
54 C 2.14396 -4.04583 1.19174  -0.251
55 C 1.36038 3.94729 -2.37636  -0.031
56 C -0.43923 4.80056 -4.31612  -0.137
57 C 3.90353 -4.10298 2.74758  -0.212
58 C -2.79162 4.30612 -0.40347  -0.151
59 C 6.79683 -0.44351 3.28512  -0.138
60 C 3.28778 -5.14735 3.40884  -0.147
61 C -3.05105 -0.18077 -2.72737  -0.054
62 C 2.12527 -1.35927 -6.73268  -0.071
63 C -0.78568 0.73119 4.76661  0.036
64 C -0.40556 2.99041 6.85253  -0.041
65 C 0.84844 -1.89518 -6.61183  -0.070
66 C -4.38141 -3.42543 -0.65615  -0.075
67 C 3.34409 -3.52129 1.62465  -0.134
68 C 8.22368 -1.28585 1.56131  -0.140
69 C -0.85988 2.11111 4.55815  -0.157
70 C 0.30466 -2.12298 -5.35895  -0.016
71 C 1.49885 -5.08925 1.81742  -0.145
72 C 0.21514 5.71627 -3.50557  -0.729
73 C 5.12974 -2.35118 -2.23781  -0.256
74 C 1.03961 -1.81394 -4.21994  -0.151
75 C -1.64975 1.76514 -0.86978  -0.268
76 C -0.20727 3.44565 -4.12294  -0.010
77 C 8.06201 -0.62565 2.76128  -0.133
78 C 4.73896 -4.48481 -1.32613  -0.204
79 C -3.16866 -4.34999 -0.75210  -0.227
80 C 1.13063 5.30593 -2.54851  -0.142
81 C -2.86739 2.07626 -1.48433  -0.058
82 C -1.37717 3.03199 5.66468  -0.557
83 C 0.73474 1.54042 -2.82073  -0.549
84 C 2.85622 -1.04126 -5.59565  -0.057
85 C -0.15215 -1.66889 4.19889  -0.516
86 C -3.50823 5.62335 -0.10638  -0.551
87 C -5.05760 0.89463 -1.75576  -0.038
88 C -3.71601 6.40419 -1.41126  -0.038
89 C -3.90904 1.89876 -3.75171  -0.031
90 C -1.50687 4.47589 5.17872  -0.066
91 C 5.60287 -2.90408 -3.40614  -0.146
92 C -0.52718 -1.95620 5.65231  -0.064
93 C -2.32446 -4.78756 -3.06998  -0.187
94 H 2.54521 -1.17976 -7.71519  0.105
95 H -2.45927 -5.82974 -2.78047  0.119
96 H -5.65268 1.80511 -1.64215  0.078
97 H -3.50132 -5.36715 -0.95086  0.118
98 H -0.71233 2.70073 -4.72669  0.113
99 H -0.86372 -3.63317 3.60759  0.089
100 H -2.75524 6.65232 -1.86976  0.055
101 H -1.12384 5.13327 -5.08565  0.095
102 H -4.44227 -4.55771 -3.53303  0.066
103 H 2.09100 3.61066 -1.65228  0.106
104 H -0.35918 -3.01762 5.85094  0.089
105 H -4.73711 4.72256 1.44808  0.091
106 H -0.34296 1.98511 7.27603  0.080
107 H -4.93103 -3.39376 -1.59866  0.067
108 H 0.59852 3.28955 6.54078  0.092
109 H -2.52904 5.97053 1.81043  0.079
110 H -4.92259 0.45073 -0.76412  0.091
111 H -2.94922 2.08615 -4.24044  0.079
112 H 0.09019 -1.38660 6.35255  0.089
113 H 1.68218 -1.76818 3.00878  0.065
114 H -3.16591 3.23077 6.88101  0.086
115 H -4.25465 7.33599 -1.21464  0.089
116 H 0.27201 -2.12925 -7.49840  0.103
117 H 2.85318 -0.98239 -3.44668  0.111
118 H -4.08263 -2.41209 -0.39214  0.039
119 H -1.06850 0.35608 5.74118  0.096
120 H -5.37572 6.25079 0.80943  0.086
121 H -3.40099 -3.24900 -4.13087  0.069
122 H -1.58188 -1.74532 5.85511  0.090
123 H -1.74092 6.78712 0.43878  0.088
124 H 1.94230 -1.37473 4.70798  0.102
125 H -0.69711 -2.51989 -5.25312  0.108
126 H 1.64755 6.02823 -1.92911  0.095
127 H -0.97778 4.71051 0.70368  0.102
128 H -5.62947 0.19397 -2.37294  0.087
129 H -2.05983 -2.34019 3.40326  0.097
130 H -5.05404 -3.79535 0.12117  0.082
131 H -1.38505 -4.69687 -3.59668  0.104
132 H -2.17794 4.54013 4.31666  0.082
133 H -0.53786 4.90046 4.90173  0.087
134 H -3.45976 2.54065 5.27268  0.092
135 H -2.73202 1.55146 6.54588  0.077
136 H -3.66361 -0.68719 -3.48119  0.088
137 H -3.01744 -0.81122 -1.83763  0.042
138 H -1.92329 5.09430 5.97738  0.087
139 H -4.35346 3.58243 -1.64585  0.105
140 H -0.72108 -2.49329 2.26346  -0.001
141 H -3.26446 7.40412 1.08286  0.088
142 H -0.36330 3.64095 3.11257  0.099
143 H 1.53810 -3.03921 4.24372  0.084
144 H 3.84586 -0.61226 -5.68457  0.107
145 H -0.73931 3.67167 7.64159  0.087
146 H -4.42415 2.85482 -3.63049  0.078
147 H -5.52683 4.76230 -0.13416  0.078
148 H -2.04301 -0.07207 -3.12332  0.069
149 H -2.62795 -4.35290 0.19388  0.090
150 H -4.51483 1.27314 -4.41387  0.089
151 H -3.40319 -4.82944 -4.93599  0.079
152 H -4.29655 5.82579 -2.13431  0.081

Atoms 1-6, force components in eV/Å:
Ta 1.00 1.05 -0.65
I 0.01 -0.09 0.01
Se -0.21 -0.05 0.29
Ge 0.26 -0.71 0.22
S -0.24 0.28 -0.10
S 0.49 -0.13 -0.14

As for the total energy: -10125.67536 hartree.

---

no.,frontier orbital gap (eV),HOMO level (eV),LUMO energy (eV)
1,8.24,-8.975,-0.7
2,8.00,-8.493,-0.5